[1]
A cluster of 6 separate species, C44H35F6NOS in total, computed with the ωB97M-V functional and the def2-TZVPD basis.

Its spin multiplicity is 1. The calculation puts the HOMO-LUMO gap at 8.671 eV. The value obtained for the LUMO energy is 0.56 eV. The HOMO energy comes out at -0.2981 Ha. For the molecular weight, the calculation gives 739.82 Da.

Each line ends with the Löwdin charge.
Atoms and positions in Å:
O  -5.1490  -4.3667  -0.5434  0.17
C  -4.5244  -4.2215  -1.5389  -0.45
F  -5.0804  -4.5003  -2.7467  0.08
C  -3.1089  -3.7260  -1.6495  -0.04
C  -2.2590  -4.2962  -0.5416  -0.17
C  -2.1414  -5.6734  -0.3764  -0.03
C  -1.3404  -6.2028  0.6240  -0.07
C  -0.6465  -5.3630  1.4860  -0.09
C  -0.7627  -3.9898  1.3216  -0.44
C  -1.5682  -3.4453  0.3171  -0.22
N  -1.6659  -2.0231  0.1804  0.06
C  -1.9700  -1.3835  1.4256  -0.26
C  -3.0164  -0.4754  1.5224  -0.01
C  -3.2778  0.1337  2.7427  -0.09
C  -2.5091  -0.1411  3.8678  -0.08
C  -1.4735  -1.0627  3.7816  -0.09
C  -1.2136  -1.6726  2.5610  -0.44
S  0.0870  -2.8679  2.3987  1.04
H  -2.6873  -3.9549  -2.6259  0.10
H  -3.1527  -2.6418  -1.5440  0.13
H  -2.6809  -6.3543  -1.0229  0.12
H  -1.2549  -7.2702  0.7705  0.11
H  -0.0378  -5.7636  2.2835  0.10
H  -0.7652  -1.6938  -0.1584  0.10
H  -3.6063  -0.2388  0.6484  0.11
H  -4.0978  0.8379  2.7997  0.10
H  -2.7397  0.3545  4.7999  0.10
H  -0.8808  -1.2925  4.6509  0.09
F  1.2881  -2.0242  -0.7965  0.04
C  2.0056  -0.9728  -1.2574  -0.27
C  1.4801  0.2953  -1.1172  -0.01
C  2.2167  1.3731  -1.5863  -0.07
C  3.4502  1.1663  -2.1889  -0.09
C  3.9546  -0.1206  -2.3170  -0.07
C  3.2316  -1.2062  -1.8439  -0.02
H  0.5133  0.4336  -0.6495  0.12
H  1.8252  2.3768  -1.4819  0.09
H  4.0181  2.0104  -2.5576  0.09
H  4.9148  -0.2834  -2.7875  0.11
H  3.6102  -2.2163  -1.9233  0.11
F  1.0021  4.8503  -2.1099  0.05
C  1.9096  5.1924  -3.0480  -0.29
C  3.2521  5.1372  -2.7316  -0.03
C  4.1836  5.4836  -3.6994  -0.08
C  3.7648  5.8844  -4.9606  -0.09
C  2.4092  5.9343  -5.2545  -0.08
C  1.4693  5.5835  -4.2961  -0.02
H  3.5597  4.8282  -1.7409  0.12
H  5.2388  5.4394  -3.4660  0.11
H  4.4932  6.1564  -5.7123  0.10
H  2.0785  6.2484  -6.2352  0.11
H  0.4089  5.6101  -4.5075  0.12
F  3.1843  -4.0478  -5.5116  0.06
C  1.9245  -4.3965  -5.1796  -0.28
C  1.4831  -4.1533  -3.8950  -0.01
C  0.1861  -4.5101  -3.5583  -0.07
C  -0.6418  -5.1067  -4.5000  -0.09
C  -0.1725  -5.3439  -5.7847  -0.08
C  1.1209  -4.9844  -6.1355  -0.02
H  2.1460  -3.6927  -3.1758  0.10
H  -0.1754  -4.3210  -2.5547  0.09
H  -1.6525  -5.3889  -4.2340  0.09
H  -0.8146  -5.8117  -6.5188  0.11
H  1.5059  -5.1538  -7.1319  0.12
F  1.2897  -0.8577  4.9215  0.03
C  1.9429  0.3068  5.1235  -0.28
C  2.0443  1.1942  4.0716  -0.01
C  2.7073  2.3943  4.2811  -0.08
C  3.2587  2.6832  5.5223  -0.10
C  3.1432  1.7704  6.5618  -0.09
C  2.4759  0.5691  6.3685  -0.02
H  1.6084  0.9443  3.1131  0.12
H  2.7914  3.1059  3.4708  0.10
H  3.7770  3.6196  5.6792  0.10
H  3.5741  1.9922  7.5289  0.10
H  2.3675  -0.1547  7.1649  0.12
F  -1.4553  2.9287  2.6217  0.05
C  -2.4740  3.7765  2.8617  -0.30
C  -3.1088  4.3768  1.7928  -0.02
C  -4.1574  5.2489  2.0471  -0.08
C  -4.5504  5.5119  3.3523  -0.10
C  -3.8940  4.8966  4.4095  -0.08
C  -2.8482  4.0172  4.1686  -0.02
H  -2.7825  4.1607  0.7844  0.12
H  -4.6691  5.7241  1.2209  0.10
H  -5.3669  6.1946  3.5447  0.10
H  -4.1958  5.1011  5.4279  0.10
H  -2.3263  3.5210  4.9760  0.12

Atomic forces in eV per Å
0.029 0.003 -0.439
-0.057 -0.064 0.411
0.060 0.089 0.055
-0.139 -0.186 0.076
0.006 0.136 0.007
0.197 -0.125 0.125
0.118 0.139 0.146
-0.135 0.176 -0.216
-0.028 0.146 0.108
0.116 -0.373 0.020
-0.034 -0.040 -0.191
-0.067 0.276 0.242
0.224 -0.099 0.247
-0.116 0.154 -0.090
-0.072 -0.119 -0.396
-0.286 0.230 -0.044
0.098 -0.187 -0.041
-0.019 -0.058 0.102
-0.094 -0.009 -0.094
0.058 0.063 -0.030
-0.063 0.064 -0.088
-0.082 -0.069 -0.135
0.031 -0.018 0.043
0.003 0.092 0.003
-0.023 -0.073 -0.060
0.009 0.055 0.087
0.064 -0.030 0.094
0.033 -0.122 0.015
0.023 -0.077 -0.083
0.034 0.141 0.000
-0.109 0.016 0.054
0.065 -0.004 -0.036
0.034 0.035 0.001
-0.054 0.054 0.018
0.038 -0.108 -0.012
0.012 -0.005 0.016
-0.036 -0.005 -0.009
-0.007 0.001 -0.017
0.009 -0.013 0.004
-0.006 0.002 0.012
-0.006 -0.016 0.019
0.142 0.039 -0.153
0.061 -0.080 0.193
-0.068 0.017 -0.079
0.019 -0.002 -0.013
0.054 -0.011 0.046
-0.148 0.004 -0.021
-0.035 -0.001 0.007
0.005 0.008 0.018
-0.001 0.001 -0.004
-0.013 -0.009 -0.008
-0.001 0.001 0.021
0.021 0.005 -0.005
-0.102 -0.027 0.027
0.071 0.060 0.079
-0.068 -0.022 -0.018
-0.015 0.006 0.022
0.006 0.023 0.058
0.018 -0.023 -0.093
-0.009 0.011 -0.012
0.036 -0.020 0.022
0.000 -0.020 -0.008
-0.002 0.006 -0.015
0.021 -0.001 0.011
0.178 -0.047 0.092
0.013 0.118 -0.054
-0.044 0.001 -0.105
0.019 -0.014 0.069
0.008 0.018 0.002
-0.011 0.028 -0.069
-0.003 -0.067 0.085
-0.023 -0.013 0.017
-0.002 -0.004 -0.016
0.002 0.002 0.004
-0.008 -0.003 0.014
0.001 -0.016 -0.020
0.039 0.011 -0.010
-0.059 0.037 0.012
0.015 -0.026 -0.112
0.002 -0.010 0.075
-0.018 0.014 -0.001
-0.016 0.006 -0.068
0.045 -0.061 0.099
0.013 -0.016 0.011
0.008 0.005 -0.013
-0.002 0.002 0.003
-0.002 -0.012 0.011
0.027 0.005 -0.019



[2]
A structure of composition C44H36Cl3FeNO2S2 at a distorted geometry, computed with the ωB97M-V functional and the def2-TZVPD basis.

Its spin multiplicity is 2. The total charge is +1. The calculation puts the HOMO-LUMO gap (spin up / spin down) at 6.101 / 5.960 eV. The value obtained for the LUMO energy (spin up / spin down) is -4.18 / -4.20 eV. The HOMO energy (spin up / spin down) comes out at -0.3779 / -0.3732 Ha. For the molecular weight, the calculation gives 837.11 Da. As for the expectation value of S²: 0.762.

Each line ends with the Mulliken spin population.
Atoms and positions in Å:
Fe  -2.1696  -0.3401  -2.6304  0.99
C  -5.2959  -1.5523  -2.4449  0.01
C  -4.5912  -0.2307  -2.6040  0.03
C  -4.3238  0.2909  -3.8719  -0.03
C  -3.7070  1.5336  -4.0162  0.01
C  -3.2928  2.2497  -2.8990  0.00
C  -3.5200  1.7281  -1.6268  0.02
C  -4.1779  0.5115  -1.4826  -0.01
H  -5.6697  -1.6766  -1.4299  0.00
H  -4.6059  -2.3710  -2.6557  0.00
H  -6.1305  -1.6310  -3.1408  0.00
H  -4.6454  -0.2571  -4.7488  0.00
H  -3.5737  1.9538  -5.0046  0.00
H  -2.8465  3.2278  -3.0167  0.00
H  -3.2489  2.2979  -0.7480  0.00
H  -4.4175  0.1473  -0.4900  0.00
C  1.8817  6.6082  3.4367  0.00
C  1.4041  5.3802  2.7102  0.00
C  0.4899  5.4842  1.6656  0.00
C  0.0303  4.3495  1.0131  0.00
C  0.4978  3.1047  1.4045  0.00
C  1.4009  2.9740  2.4480  0.00
C  1.8522  4.1142  3.0896  0.00
S  -0.2022  1.6483  0.6558  0.00
O  -0.1346  0.6227  1.7408  0.00
C  1.1202  1.2338  -0.5685  0.00
C  2.0105  2.3625  -0.9312  0.00
C  3.2028  2.1523  -1.4793  0.00
C  3.7593  0.8156  -1.6669  0.00
C  5.0027  0.6702  -2.2865  0.00
C  5.5967  -0.5701  -2.4099  0.00
C  4.9328  -1.6915  -1.9287  0.00
C  3.6850  -1.5639  -1.3446  0.00
C  3.0926  -0.3127  -1.1816  0.00
C  1.6960  -0.2036  -0.6069  0.00
C  1.3410  -1.2923  0.3930  0.01
C  2.3587  -1.6459  1.3400  0.00
C  3.4093  -0.7416  1.6614  0.00
C  4.3471  -1.0562  2.5986  0.00
C  4.3020  -2.2999  3.2683  0.00
C  3.2932  -3.1760  3.0050  0.00
C  2.2887  -2.8600  2.0561  0.00
C  1.1988  -3.7304  1.8240  0.00
C  0.1461  -3.2981  1.0879  0.00
C  0.1788  -2.0514  0.4090  0.00
S  -1.4195  -1.3573  -0.0315  0.00
O  -1.9699  -1.9923  -1.3226  0.00
C  -2.4078  -2.0679  1.2615  0.00
C  -3.4098  -2.9618  0.9315  0.00
C  -4.2031  -3.4869  1.9449  0.00
C  -4.0109  -3.1142  3.2693  0.00
C  -4.8626  -3.6787  4.3734  0.00
C  -3.0017  -2.1935  3.5677  0.00
C  -2.1983  -1.6643  2.5767  0.00
H  1.8172  7.4915  2.8032  0.00
H  2.9104  6.4870  3.7734  0.00
H  1.2649  6.7893  4.3195  0.00
H  0.1302  6.4615  1.3677  0.00
H  -0.6880  4.4293  0.2044  0.00
H  1.7230  1.9867  2.7555  0.00
H  2.5602  4.0269  3.9050  0.00
H  1.6588  3.3673  -0.7505  0.00
H  3.8189  2.9918  -1.7792  0.00
H  5.4985  1.5526  -2.6737  0.00
H  6.5647  -0.6706  -2.8825  0.00
H  5.3801  -2.6728  -2.0197  0.00
H  3.1631  -2.4543  -1.0190  0.00
H  3.4427  0.2313  1.1889  0.00
H  5.1246  -0.3442  2.8425  0.00
H  5.0554  -2.5386  4.0075  0.00
H  3.2305  -4.1195  3.5331  0.00
H  1.1816  -4.7057  2.2937  0.00
H  -0.7366  -3.9172  0.9946  0.00
H  -3.5451  -3.2542  -0.1015  0.00
H  -4.9798  -4.1997  1.6961  0.00
H  -5.5402  -4.4456  4.0031  0.00
H  -5.4564  -2.8896  4.8379  0.00
H  -4.2354  -4.1131  5.1527  0.00
H  -2.8481  -1.8922  4.5971  0.00
H  -1.4141  -0.9542  2.8086  0.00
Cl  0.8122  1.3477  -6.9136  0.00
C  0.5393  -0.2099  -6.2968  0.00
Cl  2.2946  -0.5010  -5.0144  -0.01
Cl  0.6822  -1.5289  -7.3457  0.00
C  -0.3852  -0.3041  -5.1959  -0.04
N  -1.1081  -0.3659  -4.3094  0.03
C  0.7215  0.2684  -1.6479  0.02
H  -0.2608  -0.1766  -1.6665  -0.03
H  1.1409  0.4349  -2.6324  0.00

Atomic forces in eV per Å
-1.025 0.941 -0.601
0.050 0.063 -0.019
0.196 -0.334 0.202
0.009 -0.104 -0.079
0.122 -0.067 0.087
0.099 -0.023 -0.084
-0.002 0.015 0.114
0.001 -0.217 0.142
-0.011 -0.005 -0.006
-0.016 -0.018 0.025
-0.021 0.005 0.026
0.003 0.009 0.005
0.098 -0.057 -0.007
0.089 -0.045 0.007
0.096 -0.059 0.002
0.058 -0.046 -0.011
-0.073 -0.074 0.007
0.052 0.063 0.007
0.028 -0.023 -0.031
0.005 -0.007 0.046
-0.184 0.108 -0.027
0.036 -0.032 -0.001
-0.013 0.012 -0.048
0.372 -0.151 0.280
-0.148 -0.017 -0.162
-0.130 0.170 0.037
-0.073 -0.143 -0.037
0.073 -0.075 -0.052
0.052 0.083 0.037
0.025 -0.014 -0.016
0.006 -0.006 -0.006
-0.062 -0.043 -0.056
-0.018 0.019 -0.016
-0.143 -0.202 -0.105
-0.022 -0.021 0.067
-0.130 0.103 -0.062
0.002 0.205 0.134
-0.050 0.030 -0.020
-0.013 -0.045 0.067
0.025 0.079 -0.011
-0.003 -0.045 -0.035
0.090 -0.033 -0.049
-0.008 -0.033 0.060
-0.064 -0.040 -0.189
0.192 -0.146 0.248
0.135 -0.179 -0.254
0.225 0.445 -0.431
-0.150 0.072 0.029
0.032 -0.034 -0.046
0.003 0.030 -0.019
0.001 -0.008 0.065
0.059 0.071 -0.045
-0.047 -0.052 -0.048
0.046 0.050 0.026
0.034 0.001 0.004
0.004 0.034 -0.011
0.011 0.001 0.002
-0.001 -0.010 -0.011
-0.020 0.029 0.029
-0.010 0.006 0.016
0.001 -0.016 -0.009
0.025 0.025 -0.054
-0.016 0.014 0.029
0.017 0.002 0.050
-0.001 0.021 0.007
-0.012 0.006 -0.044
0.028 0.006 0.053
0.015 -0.026 -0.024
-0.005 0.000 -0.002
0.003 -0.015 -0.019
-0.010 -0.001 -0.016
-0.020 0.020 0.029
-0.017 0.026 0.031
-0.025 -0.001 0.010
0.003 0.002 0.007
0.002 -0.001 0.013
-0.020 -0.020 0.001
-0.031 -0.029 0.003
0.020 0.004 -0.011
-0.019 0.004 -0.010
-0.436 0.298 -0.384
2.910 -0.385 2.210
-1.536 0.284 -0.995
-0.544 -0.174 -0.458
-0.295 0.030 -0.505
-0.004 -0.578 0.777
0.187 0.065 -0.030
-0.077 0.142 0.146
-0.039 0.060 0.020